Entry 1:
{
  "formula": "C6H13NS",
  "method": "ωB97M-V/def2-TZVPD",
  "elements": ["C", "C", "C", "C", "C", "C", "H", "H", "H", "H", "H", "H", "H", "H", "H", "H", "H", "H", "H", "N", "S"],
  "xyz": [[0.025, 1.777, -1.166], [-0.282, 0.209, -0.876], [0.583, -1.938, -0.518], [1.753, -0.205, 0.543], [-1.543, 0.053, 0.039], [-1.385, 0.477, 1.552], [0.635, 1.914, -2.247], [0.771, 2.165, -0.382], [-0.981, 2.470, -1.123], [-0.893, -0.285, -1.627], [1.378, -2.744, -0.412], [-0.004, -2.090, -1.525], [0.026, -2.038, 0.384], [1.655, 0.942, 0.795], [2.860, -0.475, 0.283], [1.599, -0.703, 1.615], [-1.434, -0.570, 2.280], [-0.359, 1.079, 1.628], [-2.427, 1.094, 1.953], [0.964, -0.508, -0.676], [-2.942, -0.625, -0.520]],
  "atomic_forces_ev_per_a": [[0.0, 0.6, -1.1], [-1.4, 2.1, -0.5], [0.1, -0.6, -3.2], [2.0, 2.0, 1.3], [-0.2, -0.1, 2.9], [-1.4, -0.5, 1.2], [-2.0, -0.5, 2.9], [-1.3, -0.5, -1.1], [2.6, -1.9, -0.3], [1.4, 0.3, -1.8], [-0.3, 1.6, -0.5], [0.7, -0.6, 2.3], [-1.2, -0.3, 0.5], [0.7, -2.2, -0.6], [-1.9, 0.8, 0.5], [-0.6, 0.4, -2.4], [0.5, 3.1, -2.2], [-2.5, -1.3, 0.4], [3.3, -1.5, -1.3], [0.0, -1.6, 2.6], [1.4, 0.8, 0.4]],
  "energy_ev": -18753.7997,
  "homo_energy_ev": -8.628,
  "relative_energy_kcal_mol": 103.25,
  "smiles": "CC(=S)[C@@H](C)N(C)C",
  "charge": 0
}

---

Entry 2:
{
  "formula": "C6H13NS2",
  "method": "ωB97M-V/def2-TZVPD",
  "elements": ["C", "C", "C", "C", "C", "C", "N", "S", "S", "H", "H", "H", "H", "H", "H", "H", "H", "H", "H", "H", "H", "H"],
  "xyz": [[0.860, -2.416, -1.326], [0.756, 0.797, 0.946], [-1.156, 2.211, 1.098], [-0.828, 0.318, 2.809], [1.214, -1.816, -3.862], [-0.665, 0.850, 1.416], [1.401, -3.145, -0.627], [0.188, -1.342, -2.417], [-1.433, -0.495, 0.337], [0.824, 1.195, -0.167], [1.477, 1.439, 1.663], [1.141, -0.282, 1.086], [-0.859, 2.371, 0.117], [-0.705, 2.989, 1.576], [-2.293, 2.295, 1.210], [0.168, 0.450, 3.321], [-1.658, 0.827, 3.310], [-1.103, -0.850, 2.737], [1.464, -2.905, -3.871], [2.183, -1.163, -3.828], [0.596, -1.657, -4.847], [-1.571, 0.327, -0.683]],
  "atomic_forces_ev_per_a": [[0.1, 0.2, -0.1], [3.2, 0.1, 0.3], [-4.1, -1.5, -0.1], [0.2, -2.2, 0.6], [0.7, 0.5, -1.6], [0.5, -1.5, -1.0], [0.3, -0.6, 0.6], [-0.2, 0.1, -0.9], [-0.7, 0.7, 0.5], [0.2, -1.1, 2.3], [-1.6, -1.0, -1.7], [-0.3, 1.7, -0.7], [-0.1, 0.5, -2.2], [1.4, 1.9, 2.2], [1.5, 0.0, -0.2], [-1.3, -0.2, 0.0], [0.3, -0.2, 0.2], [0.8, 2.6, 0.6], [-0.2, 1.0, 0.3], [-1.8, -1.3, -0.4], [1.2, 0.1, 2.0], [-0.2, 0.1, -0.7]],
  "energy_ev": -29591.3632,
  "homo_energy_ev": -8.959,
  "relative_energy_kcal_mol": 39.59,
  "smiles": "CC(C)(C)S.CSC#N",
  "charge": 0
}

---

Entry 3:
{
  "formula": "C6H13O",
  "method": "ωB97M-V/def2-TZVPD",
  "elements": ["C", "O", "C", "C", "C", "C", "C", "H", "H", "H", "H", "H", "H", "H", "H", "H", "H", "H", "H", "H"],
  "xyz": [[-1.699, 1.699, 0.098], [-1.805, 1.055, -1.065], [-0.594, 1.103, 1.018], [0.734, 0.929, 0.235], [1.430, -0.423, 0.370], [0.632, -1.675, 0.039], [0.004, -1.625, -1.354], [-1.482, 2.802, 0.039], [-2.637, 1.662, 0.733], [-0.426, 1.681, 1.934], [-0.936, 0.107, 1.322], [1.434, 1.697, 0.574], [0.509, 1.175, -0.800], [1.873, -0.474, 1.361], [2.318, -0.399, -0.286], [1.324, -2.521, 0.125], [-0.139, -1.839, 0.796], [0.662, -2.104, -2.094], [-0.308, -0.613, -1.617], [-0.891, -2.237, -1.430]],
  "atomic_forces_ev_per_a": [[-0.2, -0.1, 0.6], [0.0, 0.0, -0.3], [0.5, -0.6, -0.4], [-0.5, 0.5, 0.4], [0.7, 0.5, -0.4], [-0.1, 0.0, 0.1], [0.1, -0.6, -0.2], [0.1, 0.1, -0.2], [0.1, 0.1, -0.1], [-0.1, 0.1, 0.1], [-0.1, 0.0, 0.1], [0.2, 0.1, 0.0], [-0.1, -0.2, -0.2], [-0.1, -0.3, 0.5], [-0.2, -0.1, -0.1], [-0.1, -0.1, 0.0], [0.0, 0.1, 0.0], [0.2, 0.6, 0.0], [0.0, 0.0, -0.1], [-0.3, 0.0, 0.3]],
  "energy_ev": -8479.8038,
  "homo_energy_ev": -2.336,
  "relative_energy_kcal_mol": 3.16,
  "smiles": "CCCCCC[O-]",
  "charge": -1
}

---

Entry 4:
{
  "formula": "C6H13O2",
  "method": "ωB97M-V/def2-TZVPD",
  "elements": ["C", "O", "C", "C", "C", "C", "C", "H", "H", "H", "H", "H", "H", "H", "H", "H", "H", "H", "H", "H", "O"],
  "xyz": [[-0.917, -0.022, 1.495], [-1.378, 1.110, 0.962], [0.540, 0.017, 2.067], [1.372, -0.564, 0.928], [1.140, 0.291, -0.365], [1.312, -1.452, -1.975], [0.615, -0.377, -1.518], [-1.033, -0.885, 0.736], [-1.560, -0.522, 2.388], [0.793, 1.054, 2.441], [0.902, -0.642, 2.875], [2.497, -0.432, 1.224], [1.339, -1.603, 0.790], [0.520, 1.077, 0.015], [2.124, 0.656, -0.659], [2.349, -1.690, -1.528], [1.081, -2.402, -2.718], [-0.348, 0.244, -1.857], [-1.903, 0.513, -0.752], [-2.387, 1.756, -1.424], [-2.215, 0.830, -1.628]],
  "atomic_forces_ev_per_a": [[-1.8, -1.9, 1.8], [0.0, 0.3, 0.1], [0.5, -0.7, -0.5], [3.5, 3.4, 0.3], [2.2, 0.2, 2.2], [0.4, -2.3, -1.1], [-1.7, -0.7, -2.3], [0.8, 0.4, 0.7], [0.5, 1.0, -1.0], [-0.1, -0.9, -1.0], [-1.3, 0.0, 0.5], [-1.4, -0.1, -0.5], [-0.9, -1.5, -0.2], [-0.3, 0.7, -0.5], [0.1, 0.5, 0.1], [-1.8, 0.6, -0.2], [0.0, 3.2, 1.5], [1.9, -2.5, -0.1], [-0.1, 0.6, 0.6], [0.0, -0.1, 0.1], [-0.3, 0.0, -0.4]],
  "energy_ev": -10525.1104,
  "homo_energy_ev": -2.973,
  "relative_energy_kcal_mol": 105.95,
  "charge": -1
}

---

Entry 5:
{
  "formula": "C6H13O2",
  "method": "ωB97M-V/def2-TZVPD",
  "elements": ["C", "C", "C", "O", "O", "H", "H", "H", "H", "H", "C", "C", "C", "H", "H", "H", "H", "H", "H", "H", "H"],
  "xyz": [[-0.376, 0.203, 2.247], [-0.310, 1.801, 2.039], [-1.366, -0.068, 3.484], [-0.694, 0.070, 4.518], [-2.565, -0.372, 3.230], [-0.270, -0.370, 1.396], [0.451, -0.199, 2.757], [-0.912, 2.309, 2.859], [-0.576, 2.103, 1.093], [0.616, 2.268, 2.357], [0.555, -1.195, -1.882], [0.525, -1.523, -3.351], [0.610, 0.452, -1.748], [-0.375, -1.514, -1.480], [1.474, -1.542, -1.393], [0.814, -2.570, -3.475], [0.067, 0.821, -2.557], [0.026, 0.965, -0.852], [1.650, 0.568, -1.474], [-0.443, -1.437, -3.806], [1.100, -0.769, -3.961]],
  "atomic_forces_ev_per_a": [[-0.2, 2.7, 2.3], [0.2, -1.5, 4.0], [-0.3, -0.7, -2.4], [-1.0, 0.0, 1.2], [0.9, 0.3, 0.9], [-1.3, -1.0, -2.6], [1.9, 0.4, 0.6], [-0.2, -0.8, -1.3], [-0.8, 0.8, -2.1], [0.9, -0.4, -0.6], [0.0, 3.3, -0.1], [0.9, 0.3, -0.8], [-1.1, -2.3, 4.0], [-0.4, -0.7, 1.0], [-0.7, -0.4, 0.0], [0.4, 0.2, -0.5], [0.3, 1.1, -1.9], [1.1, -1.7, -1.3], [0.2, 1.2, -1.1], [-0.9, 0.0, 0.2], [0.2, -1.2, 0.5]],
  "energy_ev": -10527.1319,
  "homo_energy_ev": -3.591,
  "relative_energy_kcal_mol": 59.33,
  "charge": -1
}

---

Entry 6:
{
  "formula": "C6H13O2S",
  "method": "ωB97M-V/def2-TZVPD",
  "elements": ["C", "C", "C", "O", "O", "H", "H", "H", "H", "H", "C", "C", "C", "S", "H", "H", "H", "H", "H", "H", "H", "H"],
  "xyz": [[-2.012, 1.431, 0.420], [-2.910, 2.140, -0.498], [-0.591, 1.785, 0.096], [-0.044, 1.119, -0.797], [-0.062, 2.690, 0.800], [-2.244, 1.581, 1.513], [-2.149, 0.424, 0.257], [-2.925, 1.868, -1.562], [-2.657, 3.174, -0.571], [-3.876, 1.972, -0.114], [2.276, -1.090, -0.439], [3.030, -0.500, 0.839], [-0.179, -2.859, -0.254], [1.707, -2.642, 0.080], [1.413, -0.516, -0.937], [2.820, -1.123, -1.420], [2.442, 0.136, 1.468], [3.730, 0.274, 0.469], [-0.509, -2.810, 0.828], [-0.415, -1.996, -0.825], [-0.451, -3.804, -0.689], [3.605, -1.257, 1.336]],
  "atomic_forces_ev_per_a": [[0.7, 0.7, 1.5], [-0.6, 0.7, -1.2], [1.3, 0.6, 1.7], [0.3, -0.6, -1.2], [-0.3, -0.1, -0.4], [0.2, 0.4, -1.1], [-0.1, -2.6, -0.3], [0.4, -0.8, 0.3], [-0.1, 1.1, 0.5], [-1.7, 0.4, 0.1], [-0.8, 2.2, -1.3], [0.3, 1.6, -3.1], [2.0, 0.6, 2.7], [-1.3, -3.0, 0.0], [0.7, 0.0, 2.0], [0.8, -0.4, 1.3], [-1.0, -0.4, 0.6], [0.2, -0.5, -0.1], [-0.4, 0.1, -1.6], [-0.8, 0.7, -0.4], [0.3, -0.2, -0.4], [0.0, -0.4, 0.4]],
  "energy_ev": -21363.1917,
  "homo_energy_ev": -4.052,
  "relative_energy_kcal_mol": 33.22,
  "charge": -1
}

---

Entry 7:
{
  "formula": "C6H13O4P",
  "method": "ωB97M-V/def2-TZVPD",
  "elements": ["C", "C", "C", "C", "C", "C", "O", "O", "O", "O", "P", "H", "H", "H", "H", "H", "H", "H", "H", "H", "H", "H", "H", "H"],
  "xyz": [[0.346, -0.685, 1.286], [-0.390, -1.670, -0.890], [-0.892, -1.045, 0.335], [-1.753, -2.035, 1.138], [-1.658, 0.235, 0.012], [1.727, 3.480, -1.018], [3.193, 1.074, -0.408], [1.104, 0.398, 0.953], [0.163, -2.877, -0.842], [0.994, 2.335, -0.675], [1.750, 0.849, -0.555], [-0.105, -0.448, 2.254], [0.965, -1.588, 1.383], [-0.348, -1.105, -1.810], [-1.175, -2.914, 1.411], [-2.610, -2.348, 0.545], [-2.124, -1.559, 2.043], [-2.451, 0.033, -0.704], [-0.985, 0.978, -0.406], [-2.101, 0.642, 0.917], [1.488, 4.269, -0.297], [1.446, 3.806, -2.025], [2.803, 3.279, -0.987], [0.615, -3.104, -1.663]],
  "atomic_forces_ev_per_a": [[-0.4, -0.9, 0.0], [1.0, 1.0, -0.2], [0.1, 0.0, 0.6], [0.1, 0.0, -0.2], [0.1, -0.2, -0.1], [0.6, 0.6, -0.2], [0.8, -0.3, -0.2], [0.6, 1.2, -0.9], [-0.1, 0.0, 0.3], [-0.2, -1.7, 0.2], [-1.8, 0.2, 1.1], [0.0, -0.1, 0.0], [-0.2, 0.0, 0.0], [-0.1, -0.1, -0.3], [0.0, -0.1, 0.1], [-0.1, -0.1, 0.0], [0.0, 0.1, 0.1], [-0.1, 0.0, 0.0], [-0.1, 0.2, 0.0], [0.0, 0.0, 0.1], [0.0, -0.1, -0.1], [0.0, 0.0, 0.1], [-0.2, 0.1, 0.0], [-0.1, 0.1, -0.1]],
  "energy_ev": -23910.1869,
  "homo_energy_ev": [-7.347, -8.362],
  "relative_energy_kcal_mol": 77.14,
  "charge": 0
}

---

Entry 8:
{
  "formula": "C6H13O4V",
  "method": "ωB97M-V/def2-TZVPD",
  "elements": ["C", "O", "C", "H", "H", "H", "H", "H", "H", "O", "C", "C", "O", "C", "C", "O", "V", "H", "H", "H", "H", "H", "H", "H"],
  "xyz": [[-2.242, 3.079, 1.065], [-1.227, 2.199, 1.501], [-0.874, 1.115, 0.676], [-2.986, 2.504, 0.488], [-2.452, 3.690, 1.953], [-2.040, 3.900, 0.355], [0.032, 0.639, 1.060], [-0.979, 1.778, -0.179], [-1.244, 0.334, -0.294], [-3.367, 1.554, -2.135], [-3.417, 0.173, -1.991], [-2.032, -0.431, -1.934], [-1.238, 0.189, -2.886], [0.186, 0.049, -2.830], [0.772, 1.279, -3.524], [0.158, 2.448, -3.087], [-1.694, 2.176, -2.782], [-3.991, -0.308, -2.818], [-3.934, -0.124, -1.054], [-1.889, -1.513, -1.844], [0.490, -0.895, -3.306], [0.475, 0.047, -1.767], [0.679, 1.136, -4.620], [1.858, 1.277, -3.310]],
  "atomic_forces_ev_per_a": [[-0.2, 0.1, -0.3], [-1.2, -0.6, 2.4], [0.4, 0.7, -3.5], [-0.6, 0.3, 1.1], [-1.0, -0.8, -0.1], [1.4, -0.4, -0.4], [0.1, 0.7, -0.5], [2.9, 0.1, -1.9], [-1.9, -0.2, 3.0], [0.0, 0.1, 0.1], [-0.2, -0.7, 0.5], [-0.4, -0.3, -0.1], [-0.1, -0.1, -0.4], [0.7, -0.2, 0.4], [0.5, -0.4, -0.3], [0.0, 0.0, -0.1], [-0.2, 0.8, -0.1], [0.2, 0.2, 0.2], [0.1, 0.1, -0.3], [0.1, 0.3, 0.1], [-0.1, 0.2, 0.1], [0.0, -0.1, -0.2], [0.0, 0.1, 0.3], [-0.3, 0.0, 0.0]],
  "energy_ev": -40303.2262,
  "spin_multiplicity": 5,
  "s2": 6.023,
  "homo_energy_ev": [-7.425, -8.514],
  "relative_energy_kcal_mol": 56.61,
  "charge": 0
}

---

Entry 9:
{
  "formula": "C6H13O4Zn",
  "method": "ωB97M-V/def2-TZVPD",
  "elements": ["C", "O", "C", "H", "H", "H", "H", "H", "H", "O", "C", "C", "O", "C", "C", "O", "Zn", "H", "H", "H", "H", "H", "H", "H"],
  "xyz": [[-1.564, -0.439, 3.410], [-0.812, -0.821, 2.268], [0.406, -1.452, 2.454], [-0.865, -0.124, 4.199], [-2.399, 0.135, 2.988], [-2.029, -1.260, 3.977], [1.111, -1.114, 1.695], [0.028, -2.245, 3.103], [0.842, -2.559, 0.726], [-1.201, -4.112, 1.446], [-0.223, -4.588, 0.580], [0.340, -3.420, -0.231], [-0.814, -2.832, -0.792], [-0.733, -1.612, -1.521], [-2.132, -0.998, -1.470], [-2.649, -1.003, -0.180], [-2.053, -2.531, 0.792], [-0.611, -5.363, -0.117], [0.634, -5.038, 1.122], [1.093, -3.678, -0.988], [-0.387, -1.804, -2.548], [-0.006, -0.960, -1.009], [-2.780, -1.561, -2.174], [-2.049, 0.027, -1.882]],
  "atomic_forces_ev_per_a": [[0.0, -1.1, 0.6], [-0.1, 0.8, -1.2], [-2.6, 0.9, 1.0], [-0.4, 1.3, -0.5], [0.6, 0.6, 0.7], [-0.1, -0.7, -0.7], [0.2, -0.7, 0.8], [2.4, -1.0, -0.1], [-1.3, -2.8, -3.4], [-0.7, 0.4, 0.4], [0.6, 0.1, -0.3], [1.2, 1.8, 2.7], [0.4, -0.1, -1.0], [0.4, 0.3, 0.0], [0.0, -0.2, -0.5], [-0.1, -0.5, 0.7], [0.2, 0.2, 0.0], [0.1, 0.3, 0.2], [-0.4, 0.1, 0.0], [-0.2, 0.1, 0.2], [-0.1, 0.0, 0.2], [-0.1, -0.1, -0.1], [0.1, 0.1, 0.2], [-0.1, -0.2, 0.3]],
  "energy_ev": -63035.4526,
  "spin_multiplicity": 2,
  "s2": 0.754,
  "homo_energy_ev": [-7.922, -9.026],
  "relative_energy_kcal_mol": 0.00,
  "charge": 0
}

---

Entry 10:
{
  "formula": "C6H13P",
  "method": "ωB97M-V/def2-TZVPD",
  "elements": ["C", "C", "C", "C", "C", "C", "P", "H", "H", "H", "H", "H", "H", "H", "H", "H", "H", "H", "H", "H"],
  "xyz": [[2.514, 0.252, -0.445], [3.894, 0.000, -1.082], [3.129, 1.275, -0.983], [0.100, 0.974, 0.637], [-3.425, 1.230, -1.131], [1.186, -1.762, 1.057], [0.871, -0.503, -0.235], [4.646, -0.212, -0.439], [3.928, -0.595, -2.065], [-3.019, 0.351, -1.718], [2.958, 2.295, -1.041], [-0.952, 0.969, 0.408], [0.331, 0.940, 1.726], [0.316, 1.989, 0.153], [-3.334, 2.185, -1.690], [-2.852, 1.423, -0.193], [-4.454, 0.929, -0.983], [2.202, -2.034, 1.065], [0.930, -1.492, 2.011], [0.608, -2.574, 0.849]],
  "atomic_forces_ev_per_a": [[0.1, -0.3, -1.2], [-2.7, -0.5, -2.9], [-0.7, -1.9, 1.5], [0.3, 0.7, -0.4], [1.1, -0.3, -0.5], [0.6, 1.6, -1.2], [0.8, 1.5, -0.2], [2.4, -0.6, 1.8], [0.1, 1.1, 1.3], [0.1, 1.2, 0.6], [0.3, 1.7, -0.7], [-0.6, -0.6, 0.6], [-0.3, 0.4, -0.8], [0.7, -1.5, 0.7], [-0.3, -0.8, 0.0], [-0.7, -0.6, -0.6], [-0.3, 0.5, 0.5], [1.3, -0.4, -0.2], [-0.6, 1.1, 2.5], [-1.5, -2.5, -0.8]],
  "energy_ev": -15717.9124,
  "homo_energy_ev": -8.273,
  "relative_energy_kcal_mol": 71.00,
  "smiles": "CP(C)C1=CC1.C",
  "charge": 0
}